Entry from the OMol25 dataset: a molecular structure, C23H37NO8SSiV (ωB97M-V/def2-TZVPD).

Each line ends with the Mulliken spin population.
Element x y z (Å)
V  0.030  0.179  -0.287  1.222
O  2.053  -1.437  3.066  0.001
C  1.119  -1.326  2.171  0.006
O  1.274  -0.678  1.134  0.001
C  -0.120  -2.110  2.519  0.002
O  -1.152  -1.878  1.603  0.006
C  -2.224  -1.094  2.062  0.002
C  -2.048  0.406  1.863  0.004
O  -2.715  1.268  2.311  -0.009
O  -0.974  0.720  1.031  -0.037
H  2.862  -0.960  2.815  0.000
H  -0.394  -1.891  3.555  0.000
H  0.162  -3.167  2.478  0.000
H  -2.448  -1.267  3.117  0.000
H  -3.108  -1.383  1.491  -0.002
C  -1.549  3.643  -2.133  -0.006
C  -0.263  2.968  -1.710  -0.002
C  0.163  3.370  -0.313  0.008
C  0.843  3.149  -2.729  -0.002
O  -0.571  1.467  -1.616  -0.097
Si  -1.405  0.463  -2.720  0.027
S  -1.061  -1.271  -1.482  -0.159
O  -0.507  0.478  -4.043  0.012
C  -0.839  -0.006  -5.396  0.001
C  -1.728  1.028  -6.063  -0.001
C  -1.527  -1.355  -5.269  -0.002
C  0.495  -0.131  -6.109  0.000
O  -2.923  0.859  -2.941  0.019
C  -4.243  0.688  -2.323  -0.002
C  -5.073  1.858  -2.819  0.000
C  -4.796  -0.639  -2.809  -0.001
C  -4.103  0.714  -0.811  0.005
H  -1.378  4.719  -2.165  -0.001
H  -2.349  3.448  -1.421  0.001
H  -1.861  3.324  -3.128  0.000
H  0.441  4.424  -0.313  0.001
H  1.052  2.812  0.005  0.002
H  -0.640  3.228  0.409  0.001
H  1.010  4.218  -2.860  0.000
H  0.563  2.723  -3.690  0.000
H  1.778  2.711  -2.386  0.001
H  -2.674  1.133  -5.532  0.000
H  -1.942  0.724  -7.088  0.000
H  -1.230  1.997  -6.096  0.000
H  -2.475  -1.261  -4.732  0.000
H  -0.885  -2.069  -4.751  0.001
H  -1.753  -1.758  -6.256  0.000
H  0.988  0.841  -6.164  0.000
H  0.343  -0.489  -7.126  0.000
H  1.143  -0.838  -5.589  0.000
H  -5.124  1.855  -3.907  0.000
H  -4.647  2.805  -2.489  0.000
H  -6.088  1.785  -2.428  0.000
H  -4.864  -0.651  -3.896  0.000
H  -5.796  -0.797  -2.405  0.000
H  -4.165  -1.470  -2.484  0.000
H  -3.617  1.630  -0.472  0.000
H  -3.528  -0.150  -0.469  -0.005
H  -5.088  0.666  -0.348  0.000
N  1.882  0.246  -1.239  -0.017
C  2.827  0.281  -1.896  0.015
C  3.963  0.332  -2.731  0.002
C  5.231  0.066  -2.198  0.001
C  6.328  0.125  -3.034  0.000
C  6.162  0.445  -4.377  0.001
C  4.901  0.708  -4.901  0.000
C  3.789  0.654  -4.083  0.001
H  5.343  -0.183  -1.152  0.000
H  7.315  -0.078  -2.644  0.000
H  7.027  0.490  -5.024  0.000
H  4.790  0.953  -5.948  0.000
H  2.798  0.848  -4.471  0.000

⟨S²⟩: 0.7868
LUMO level (spin up / spin down) (eV): -8.113 / -7.380
HOMO level (spin up / spin down) (eV): -15.2235 / -15.2225
Spin multiplicity: 2
HOMO-LUMO gap (spin up / spin down) (eV): 7.1 / 7.8
Total charge: +2



Entry from the OMol25 dataset: 2 unconnected molecules or ions with the total composition C4H3Cl5O (ωB97M-V/def2-TZVPD).

Each line ends with the natural charge from an NBO analysis.
Element x y z (Å)
C  -2.857  0.885  0.303  0.517
C  0.183  -0.193  0.011  -0.695
C  -0.777  -1.320  0.013  -0.110
C  -4.208  0.401  0.035  -0.239
O  -2.405  1.789  0.925  -0.423
Cl  -1.281  -2.001  -1.456  0.055
Cl  -1.009  -2.242  1.413  0.057
Cl  -4.568  0.966  -1.611  0.072
Cl  -4.257  -1.351  0.108  0.087
Cl  -5.577  1.015  1.159  -0.027
H  1.208  -0.537  0.189  0.224
H  0.151  0.317  -0.949  0.239
H  -0.063  0.518  0.800  0.242

LUMO level (spin up / spin down) (eV): -0.411 / -1.221
HOMO level (spin up / spin down) (eV): -9.1130 / -7.9280
Spin multiplicity: 1
HOMO-LUMO gap (spin up / spin down) (eV): 8.7 / 6.7



Entry from the OMol25 dataset: 3 unconnected molecules or ions with the total composition C41H83I2N2O11P2 (ωB97M-V/def2-TZVPD).

Each line ends with the Löwdin charge.
Element x y z (Å)
C  14.288  -1.885  -0.485  -0.097
C  12.848  -1.609  -0.003  -0.250
C  12.118  -0.565  -0.891  -0.217
C  11.084  -1.251  -1.819  -0.201
C  9.703  -1.327  -1.109  -0.195
C  8.730  -0.228  -1.614  -0.190
C  7.440  -0.822  -2.255  -0.188
C  6.179  -0.186  -1.624  -0.210
C  4.945  -1.106  -1.695  -0.179
C  3.637  -0.315  -1.933  -0.169
C  2.615  -0.594  -0.836  -0.102
N  1.244  -0.121  -1.058  0.102
C  0.236  -0.308  -0.100  -0.105
C  0.622  -0.964  1.197  -0.115
C  -0.430  -0.943  2.314  -0.296
C  -1.219  -2.259  2.275  -0.639
I  -3.008  -2.067  3.429  0.890
C  -0.928  0.175  -0.603  -0.088
C  -2.292  0.171  0.038  -0.104
C  -3.490  -0.091  -0.908  -0.308
C  -4.755  -0.110  -0.029  -0.631
I  -6.442  0.311  -1.288  0.825
N  -0.596  0.693  -1.855  0.082
C  -1.481  1.362  -2.803  -0.073
C  -1.924  0.470  -3.990  -0.122
C  -1.647  -1.033  -3.826  -0.159
C  -2.530  -1.840  -4.773  -0.172
O  -3.883  -1.834  -4.305  -0.005
C  -4.300  -2.867  -3.516  -0.505
C  -3.327  -3.663  -2.670  0.019
O  -5.482  -3.115  -3.466  0.109
C  0.691  0.505  -2.096  -0.316
O  1.274  0.901  -3.211  0.025
C  2.016  2.175  -3.114  -0.149
C  1.350  3.305  -3.865  -0.217
C  2.380  4.452  -4.042  -0.070
H  14.624  -1.091  -1.146  0.062
H  14.951  -1.960  0.375  0.065
H  14.309  -2.821  -1.042  0.068
H  12.816  -1.252  1.026  0.096
H  12.244  -2.516  -0.046  0.094
H  11.610  0.156  -0.249  0.101
H  12.807  -0.014  -1.532  0.095
H  11.390  -2.274  -2.036  0.103
H  11.016  -0.649  -2.724  0.097
H  9.296  -2.327  -1.256  0.096
H  9.830  -1.175  -0.037  0.103
H  9.205  0.418  -2.351  0.101
H  8.465  0.403  -0.765  0.096
H  7.447  -0.508  -3.298  0.110
H  7.397  -1.901  -2.128  0.100
H  6.006  0.757  -2.147  0.108
H  6.361  0.052  -0.574  0.108
H  4.878  -1.740  -0.810  0.115
H  5.094  -1.755  -2.559  0.111
H  3.861  0.749  -1.925  0.091
H  3.212  -0.602  -2.892  0.119
H  3.002  -0.218  0.110  0.136
H  2.558  -1.678  -0.712  0.137
H  0.963  -1.979  0.976  0.130
H  1.496  -0.426  1.572  0.120
H  0.118  -0.958  3.255  0.110
H  -1.085  -0.081  2.273  0.082
H  -0.629  -3.082  2.665  0.057
H  -1.533  -2.477  1.256  0.034
H  -2.457  1.180  0.429  0.140
H  -2.372  -0.569  0.823  0.055
H  -3.407  -1.073  -1.365  0.080
H  -3.637  0.708  -1.620  0.048
H  -4.934  -1.081  0.418  0.036
H  -4.720  0.703  0.688  0.044
H  -2.305  1.848  -2.300  0.123
H  -0.897  2.164  -3.248  0.099
H  -2.960  0.671  -4.258  0.125
H  -1.318  0.770  -4.847  0.116
H  -1.808  -1.385  -2.807  0.089
H  -0.597  -1.223  -4.065  0.123
H  -2.536  -1.348  -5.746  0.135
H  -2.163  -2.851  -4.933  0.121
H  -3.020  -3.099  -1.787  0.070
H  -2.404  -3.922  -3.187  0.078
H  -3.821  -4.570  -2.342  0.096
H  3.005  1.975  -3.523  0.124
H  2.149  2.399  -2.054  0.142
H  0.936  2.970  -4.814  0.120
H  0.547  3.707  -3.245  0.103
H  1.941  5.399  -3.746  0.077
H  3.225  4.272  -3.376  0.074
H  2.723  4.470  -5.072  0.080
O  2.076  -2.960  6.497  -0.230
P  1.640  -3.534  7.783  0.460
O  0.869  -4.923  7.494  -0.192
C  1.613  -6.034  6.969  -0.272
C  2.654  -6.567  7.933  -0.080
O  0.409  -2.579  8.230  -0.219
C  -0.016  -1.477  7.436  -0.271
C  -1.041  -1.900  6.403  -0.128
O  2.186  -3.798  9.239  -0.188
C  1.600  -3.347  10.478  -0.236
C  0.311  -4.056  10.825  -0.067
H  2.082  -5.735  6.027  0.111
H  0.881  -6.808  6.744  0.117
H  3.432  -5.828  8.132  0.070
H  3.133  -7.453  7.516  0.081
H  2.199  -6.827  8.889  0.081
H  0.838  -0.987  6.970  0.105
H  -0.456  -0.749  8.120  0.121
H  -0.741  -2.810  5.882  0.065
H  -1.194  -1.109  5.670  0.022
H  -1.997  -2.113  6.885  0.076
H  1.483  -2.266  10.462  0.115
H  2.344  -3.563  11.245  0.121
H  -0.397  -4.071  10.001  0.070
H  -0.156  -3.554  11.673  0.085
H  0.507  -5.094  11.100  0.081
O  -8.542  6.601  -4.331  -0.216
P  -9.515  5.758  -3.619  0.463
O  -9.605  6.246  -2.083  -0.193
C  -10.153  7.544  -1.801  -0.269
C  -11.624  7.660  -2.147  -0.081
O  -8.740  4.341  -3.451  -0.225
C  -7.421  4.137  -3.941  -0.277
C  -6.380  4.538  -2.914  -0.075
O  -10.954  5.136  -3.814  -0.188
C  -11.310  3.742  -3.736  -0.239
C  -11.251  3.184  -2.331  -0.067
H  -9.572  8.300  -2.337  0.114
H  -10.007  7.708  -0.734  0.117
H  -11.792  7.556  -3.221  0.070
H  -12.005  8.635  -1.844  0.081
H  -12.203  6.882  -1.650  0.080
H  -7.272  4.661  -4.884  0.108
H  -7.332  3.070  -4.160  0.113
H  -6.601  5.507  -2.468  0.076
H  -5.388  4.583  -3.367  0.073
H  -6.358  3.811  -2.099  0.045
H  -10.706  3.164  -4.432  0.114
H  -12.336  3.684  -4.098  0.121
H  -10.316  3.413  -1.826  0.068
H  -11.365  2.100  -2.371  0.083
H  -12.055  3.597  -1.720  0.080

LUMO level (eV): -2.230
HOMO level (eV): -11.2639
Spin multiplicity: 1
HOMO-LUMO gap (eV): 9.0
Total charge: +1



Entry from the OMol25 dataset: 2 unconnected molecules or ions with the total composition C4H12N2O (ωB97M-V/def2-TZVPD).

Each line ends with the natural charge from an NBO analysis.
Element x y z (Å)
C  1.124  -1.674  2.249  -0.611
C  0.579  -1.473  0.844  -0.428
C  1.478  -0.551  -0.016  -0.209
N  0.736  0.607  -0.510  -0.639
C  0.113  0.568  -1.720  0.307
N  -1.111  0.859  -1.925  -0.744
H  1.278  -0.686  2.709  0.196
H  2.105  -2.147  2.328  0.204
H  0.458  -2.120  2.994  0.219
H  0.516  -2.473  0.407  0.202
H  -0.378  -0.960  0.856  0.230
H  1.896  -1.124  -0.849  0.199
H  2.347  -0.147  0.506  0.196
H  0.538  1.314  0.177  0.404
H  0.683  0.047  -2.501  0.140
H  -1.444  0.519  -2.816  0.353
H  -2.974  2.344  0.693  0.459
H  -2.171  1.513  -0.308  0.497
O  -2.535  1.506  0.588  -0.975

SMILES string: [H]/N=C/NCCC.O
LUMO level (eV): 1.079
HOMO level (eV): -9.0028
Spin multiplicity: 1
HOMO-LUMO gap (eV): 10.1



Summary of max |F| in eV/Å
0.48; 2.81; 4.75; 1.86
(order as listed above)